This record from the OMol25 dataset describes a single C25H25N5O5S molecule at a distorted geometry. The level of theory is the ωB97M-V functional and the def2-TZVPD basis.

Cartesian coordinates (Å):
C  0.60797  -1.75286  3.66877
C  1.62791  -1.66655  2.57887
C  2.13377  -2.79412  1.95479
C  3.06953  -2.57462  0.94315
N  3.60311  -3.63066  0.23547
S  2.52914  -4.79558  -0.37767
O  2.04151  -5.59249  0.70446
O  3.23484  -5.42978  -1.44562
C  1.23201  -3.72815  -0.97503
C  1.50184  -2.88691  -2.03774
C  0.60197  -1.89560  -2.37760
C  -0.56044  -1.73435  -1.62362
N  -1.44849  -0.68322  -1.83285
C  -1.20892  0.47383  -2.53716
O  -0.42306  0.56556  -3.44200
C  -2.12580  1.60655  -2.04967
C  -1.91801  2.96681  -2.74780
C  -0.49899  3.49940  -2.57261
C  -2.28550  2.85981  -4.22542
N  -1.97329  1.72794  -0.60633
C  -0.79165  1.48703  0.08908
O  0.23701  1.10422  -0.40912
C  -1.10517  1.76589  1.50710
C  -0.32004  1.63790  2.63439
C  -0.90014  1.97968  3.85404
C  -2.21009  2.42692  3.93166
C  -3.00449  2.53503  2.79313
C  -2.43425  2.19697  1.58376
C  -3.00788  2.16502  0.21950
O  -4.12464  2.40729  -0.15936
C  -0.83941  -2.61976  -0.58006
C  0.05992  -3.61436  -0.25307
N  3.47097  -1.35401  0.60973
C  2.92822  -0.33501  1.26414
C  3.33327  1.03634  0.84743
N  2.02651  -0.44393  2.22657
H  0.41467  -2.78788  3.93381
H  0.95872  -1.21156  4.54474
H  -0.31818  -1.28272  3.34103
H  1.84271  -3.79513  2.21944
H  4.28967  -3.34334  -0.44844
H  2.41944  -3.01451  -2.58966
H  0.80747  -1.22017  -3.19040
H  -2.20850  -0.65390  -1.16504
H  -3.16811  1.29996  -2.22323
H  -2.61693  3.66278  -2.26578
H  0.21927  2.81069  -3.00675
H  -0.25650  3.63786  -1.52067
H  -0.40552  4.46130  -3.07061
H  -3.30294  2.49354  -4.34531
H  -2.21712  3.83868  -4.69263
H  -1.60473  2.18458  -4.73466
H  0.68813  1.25184  2.56539
H  -0.31565  1.89284  4.75747
H  -2.62699  2.68823  4.89278
H  -4.02908  2.86805  2.84805
H  -1.74976  -2.50663  -0.00809
H  -0.12432  -4.29860  0.55914
H  4.27529  0.99803  0.31079
H  3.40797  1.69039  1.71171
H  2.56169  1.42543  0.18361

Its SMILES is Cc1cc(NS(=O)(=O)c2ccc(NC(=O)[C@H](C(C)C)N3C(=O)c4ccccc4C3=O)cc2)nc(C)n1. The total energy comes out at -2015.93770 hartree. The HOMO energy is -0.335 Eh. The HOMO-LUMO gap is 8.35 eV. Its spin multiplicity is 1. As for the net charge: 0.